Entry from the Open Molecules 2025 dataset: C46H78BaGeN6O3P3 as an isolated structure (ωB97M-V/def2-TZVPD).

Element x y z (Å)
1 Ba 1.78 -0.93 0.11
2 C 1.14 4.42 2.26
3 C 1.52 3.47 3.40
4 C 0.90 3.97 4.71
5 P 1.27 1.70 2.86
6 C -0.46 1.15 3.33
7 N -1.48 1.40 2.30
8 Ge -1.06 0.63 0.54
9 N -2.45 -0.79 0.08
10 C -1.99 -2.05 -0.47
11 P -0.82 -3.19 0.49
12 C -0.87 -2.74 2.29
13 C 0.22 -3.52 3.03
14 C -2.21 -2.87 3.00
15 C -1.54 -4.90 0.40
16 C -3.06 -5.05 0.42
17 C -0.97 -5.61 -0.83
18 C -3.74 -0.73 0.57
19 C -4.60 -1.81 0.78
20 C -5.85 -1.63 1.38
21 C -6.27 -0.38 1.79
22 C -5.45 0.71 1.53
23 C -4.24 0.54 0.91
24 N -3.40 1.62 0.49
25 C -3.28 2.69 1.44
26 C -4.07 3.81 1.41
27 C -4.03 4.73 2.45
28 C -3.21 4.46 3.53
29 C -2.38 3.35 3.54
30 C -2.34 2.47 2.46
31 C -3.53 2.01 -0.88
32 C -4.73 2.07 -1.55
33 C -4.79 2.59 -2.84
34 C -3.62 3.05 -3.42
35 C -2.40 2.96 -2.76
36 C -2.32 2.39 -1.48
37 N -1.17 2.15 -0.76
38 C 0.03 2.89 -1.08
39 P 1.49 1.93 -1.71
40 C 2.87 3.18 -1.72
41 C 3.79 2.93 -0.52
42 C 2.45 4.64 -1.80
43 C 1.21 1.56 -3.50
44 C 0.03 0.59 -3.63
45 C 1.07 2.76 -4.44
46 C 2.38 0.78 4.07
47 C 2.18 -0.73 3.92
48 C 2.36 1.17 5.54
49 H 1.31 5.46 2.56
50 H 0.09 4.32 2.01
51 H 1.74 4.23 1.36
52 H 2.61 3.49 3.50
53 H -0.02 4.51 4.51
54 H 1.58 4.68 5.19
55 H 0.69 3.18 5.42
56 H -0.76 1.57 4.30
57 H -0.39 0.07 3.50
58 H -1.48 -1.89 -1.42
59 H -2.87 -2.66 -0.69
60 H -0.59 -1.68 2.27
61 H -0.04 -4.58 3.09
62 H 0.32 -3.16 4.05
63 H 1.19 -3.45 2.53
64 H -2.51 -3.91 3.07
65 H -3.00 -2.30 2.52
66 H -2.12 -2.50 4.03
67 H -1.13 -5.39 1.29
68 H -3.51 -4.65 -0.49
69 H -3.52 -4.56 1.28
70 H -3.32 -6.11 0.46
71 H -1.35 -5.14 -1.75
72 H 0.12 -5.56 -0.84
73 H -1.27 -6.66 -0.86
74 H -4.32 -2.82 0.52
75 H -6.48 -2.50 1.54
76 H -7.23 -0.25 2.28
77 H -5.76 1.71 1.80
78 H -4.75 3.96 0.57
79 H -4.66 5.61 2.43
80 H -3.21 5.13 4.39
81 H -1.78 3.17 4.42
82 H -5.63 1.74 -1.04
83 H -5.73 2.64 -3.36
84 H -3.65 3.49 -4.41
85 H -1.52 3.31 -3.27
86 H 0.43 3.37 -0.17
87 H -0.19 3.71 -1.76
88 H 3.44 2.93 -2.63
89 H 3.23 3.03 0.42
90 H 4.62 3.64 -0.51
91 H 4.20 1.91 -0.54
92 H 1.94 4.96 -0.89
93 H 1.78 4.84 -2.64
94 H 3.33 5.28 -1.92
95 H 2.12 1.02 -3.78
96 H -0.91 1.06 -3.36
97 H 0.17 -0.27 -2.96
98 H -0.06 0.23 -4.66
99 H 0.22 3.39 -4.18
100 H 0.91 2.41 -5.46
101 H 1.97 3.38 -4.43
102 H 3.38 1.01 3.67
103 H 1.23 -1.04 4.35
104 H 2.97 -1.27 4.45
105 H 2.22 -1.06 2.88
106 H 1.39 0.95 6.00
107 H 2.58 2.22 5.70
108 H 3.11 0.59 6.07
109 C 6.08 -0.88 1.15
110 O 5.84 -0.79 -0.26
111 C 4.70 -1.29 -0.81
112 C 4.82 -1.33 -2.31
113 H 6.03 -1.90 1.50
114 H 5.35 -0.28 1.70
115 H 7.08 -0.47 1.28
116 H 5.23 -0.38 -2.65
117 H 3.86 -1.51 -2.78
118 H 5.51 -2.13 -2.60
119 O 3.68 -2.19 1.09
120 O 4.11 -2.41 -0.30
121 C 3.06 -4.56 -4.12
122 C 1.86 -3.69 -4.51
123 C 2.06 -3.13 -5.92
124 C 0.57 -4.53 -4.47
125 N 1.81 -2.51 -3.63
126 N 1.50 -2.71 -2.25
127 H 3.13 -5.43 -4.77
128 H 2.97 -4.92 -3.09
129 H 3.98 -3.98 -4.20
130 H 2.18 -3.95 -6.63
131 H 2.95 -2.50 -5.94
132 H 1.20 -2.54 -6.22
133 H 0.59 -5.28 -5.26
134 H -0.30 -3.90 -4.63
135 H 0.47 -5.06 -3.53
136 H 1.13 -1.85 -3.99
137 H 2.32 -3.13 -1.81
138 H 0.73 -3.36 -2.11

Calculated values
2S+1 ... 2
Relative energy (zero: lowest compared OMol25 entry of this formula, charge and spin) ... 16.9 kcal/mol
Expectation value of S² ... 0.754
Orbital gap (spin up / spin down) ... 6.768 / 6.655 eV
Lowest unoccupied orbital energy (spin up / spin down) ... 0.4 / 0.3 eV

Entry from the Open Molecules 2025 dataset: a 13-piece molecular cluster, C46H78O33S3 overall (ωB97M-V/def2-TZVPD).

Element x y z (Å)
1 C 7.13 -5.53 3.10
2 C 8.11 -6.73 3.13
3 C 9.20 -6.73 4.19
4 O 9.28 -8.05 4.66
5 C 8.19 -8.63 4.38
6 O 7.93 -9.82 4.66
7 O 7.42 -7.90 3.52
8 H 6.68 -5.37 4.07
9 H 6.31 -5.70 2.39
10 H 7.70 -4.67 2.74
11 H 8.67 -6.85 2.20
12 H 8.92 -5.99 4.95
13 H 10.22 -6.47 3.93
14 C 1.45 -7.54 -3.35
15 C 2.86 -8.04 -3.59
16 C 3.53 -8.52 -2.27
17 O 3.95 -9.80 -2.54
18 C 3.52 -10.21 -3.78
19 O 3.84 -11.30 -4.31
20 O 2.86 -9.18 -4.37
21 H 1.10 -7.09 -4.28
22 H 1.41 -6.76 -2.59
23 H 0.73 -8.27 -3.02
24 H 3.36 -7.21 -4.10
25 H 2.84 -8.53 -1.42
26 H 4.48 -8.00 -2.09
27 C 1.89 -8.57 7.40
28 C 0.69 -8.39 6.49
29 C -0.41 -7.48 7.00
30 O -0.52 -6.41 6.10
31 C 0.31 -6.68 5.08
32 O 0.39 -5.95 4.07
33 O 1.05 -7.80 5.28
34 H 2.65 -7.79 7.37
35 H 2.47 -9.42 7.02
36 H 1.66 -8.89 8.41
37 H 0.25 -9.39 6.37
38 H -0.08 -7.09 7.96
39 H -1.31 -8.07 7.15
40 C -3.16 -4.97 -9.58
41 C -4.55 -4.47 -9.25
42 C -5.47 -5.63 -8.84
43 O -6.21 -5.07 -7.74
44 C -5.62 -3.96 -7.32
45 O -5.96 -3.35 -6.30
46 O -4.59 -3.66 -8.09
47 H -3.10 -5.46 -10.56
48 H -2.74 -5.54 -8.75
49 H -2.56 -4.07 -9.65
50 H -5.00 -3.86 -10.03
51 H -4.93 -6.56 -8.64
52 H -6.02 -5.86 -9.75
53 C -2.78 7.98 2.06
54 C -4.11 7.86 2.84
55 C -4.05 7.58 4.33
56 O -4.69 8.70 4.85
57 C -5.12 9.53 3.95
58 O -5.70 10.55 4.23
59 O -4.85 9.01 2.73
60 H -2.25 7.02 2.04
61 H -2.19 8.77 2.51
62 H -3.04 8.28 1.04
63 H -4.65 7.01 2.43
64 H -2.99 7.49 4.56
65 H -4.58 6.70 4.69
66 C 6.07 3.27 -8.79
67 C 5.19 2.68 -7.69
68 C 4.14 1.75 -8.22
69 O 4.21 0.77 -7.18
70 C 5.37 0.79 -6.50
71 O 5.75 -0.05 -5.71
72 O 6.02 1.87 -6.85
73 H 6.51 2.46 -9.36
74 H 6.83 3.97 -8.44
75 H 5.41 3.92 -9.37
76 H 4.75 3.53 -7.16
77 H 4.35 1.34 -9.20
78 H 3.22 2.33 -8.26
79 C -1.33 0.72 -2.43
80 C -0.97 0.15 -1.02
81 C 0.48 0.34 -0.55
82 O 0.38 0.58 0.86
83 C -0.90 0.90 1.16
84 O -1.30 1.27 2.27
85 O -1.67 0.81 0.05
86 H -1.07 1.76 -2.63
87 H -2.38 0.48 -2.59
88 H -0.81 0.17 -3.21
89 H -1.33 -0.88 -0.98
90 H 0.96 1.09 -1.17
91 H 1.01 -0.59 -0.80
92 C -0.98 11.59 -7.72
93 C -1.00 10.09 -7.95
94 C 0.07 9.25 -7.33
95 O -0.62 8.35 -6.50
96 C -1.95 8.53 -6.64
97 O -2.82 7.90 -6.02
98 O -2.20 9.49 -7.52
99 H -1.94 12.07 -7.91
100 H -0.21 12.20 -8.18
101 H -1.10 11.67 -6.64
102 H -0.98 9.83 -9.01
103 H 0.64 9.86 -6.64
104 H 0.61 8.69 -8.10
105 C -4.07 -1.24 10.71
106 C -4.29 0.08 11.49
107 C -3.76 1.36 10.80
108 O -4.95 2.17 10.92
109 C -5.98 1.50 11.26
110 O -7.10 1.99 11.60
111 O -5.66 0.25 11.47
112 H -4.71 -1.92 11.28
113 H -3.06 -1.65 10.66
114 H -4.35 -1.16 9.66
115 H -3.82 -0.17 12.45
116 H -3.49 1.13 9.77
117 H -2.89 1.75 11.34
118 C 4.45 5.88 4.29
119 C 5.34 6.39 3.10
120 C 6.23 5.30 2.40
121 O 5.89 5.52 1.00
122 C 4.80 6.24 0.86
123 O 4.22 6.50 -0.19
124 O 4.41 6.70 2.06
125 H 3.55 6.47 4.44
126 H 4.99 5.90 5.24
127 H 4.17 4.85 4.10
128 H 5.86 7.32 3.35
129 H 6.15 4.31 2.85
130 H 7.30 5.44 2.59
131 C -7.49 -0.07 1.59
132 S -7.14 -0.82 3.23
133 O -8.47 -1.23 3.80
134 C -6.38 -2.41 2.74
135 H -7.46 1.02 1.60
136 H -8.53 -0.22 1.31
137 H -6.83 -0.41 0.79
138 H -6.74 -2.86 1.81
139 H -6.43 -3.12 3.56
140 H -5.30 -2.27 2.61
141 C -6.66 4.75 -11.74
142 S -7.66 4.04 -10.35
143 O -8.94 3.48 -10.96
144 C -6.61 2.58 -10.07
145 H -6.24 4.05 -12.46
146 H -5.88 5.19 -11.11
147 H -7.10 5.55 -12.33
148 H -6.88 1.80 -10.79
149 H -6.85 2.19 -9.08
150 H -5.56 2.84 -9.93
151 C 3.53 -1.10 8.59
152 S 4.53 -2.38 9.47
153 O 5.89 -2.44 8.82
154 C 4.86 -1.32 10.97
155 H 2.55 -0.94 9.03
156 H 3.41 -1.53 7.59
157 H 3.99 -0.13 8.44
158 H 5.41 -0.50 10.51
159 H 5.55 -1.86 11.62
160 H 4.00 -0.95 11.52

Calculated values
Orbital gap ... 8.702 eV
Lowest unoccupied orbital energy ... 0.0 eV

What max |F| values result from the calculations? In sequence: 0.013 0.130 Eh/bohr.